ORCA calculation (ωB97M-V/def2-TZVPD) on C15H29NO4S in the gas phase.

ORCA input file:
```
! RIJCOSX wB97M-V def2-TZVPD def2/J DEFGRID3
* xyz 0 1
S 4.433 -0.552 0.769
O 1.128 2.343 -1.856
O 4.160 0.375 1.838
O 1.107 3.080 0.290
O 5.504 -1.487 0.961
N 2.529 1.485 -0.296
C 2.876 -1.404 0.313
C 2.548 -0.859 -1.064
C 4.626 0.399 -0.781
C -3.626 -1.915 -0.279
C -2.560 0.276 0.521
C -0.110 -3.622 -0.329
C 3.174 0.547 -1.183
C -1.314 3.153 -0.021
C -1.602 2.498 1.329
C -3.752 -0.674 0.607
C -2.475 -2.854 0.108
C 1.543 2.309 -0.724
C -0.001 3.931 0.000
C -2.815 1.567 1.297
C -1.222 -2.668 -0.748
H 3.041 0.928 -2.201
H -0.723 1.934 1.646
H -0.450 -4.653 -0.399
H -1.244 2.397 -0.804
H 0.004 4.677 0.797
H -2.803 -3.890 -0.001
H -0.869 -1.639 -0.671
H -3.890 -0.986 1.645
H -2.221 -2.706 1.160
H -4.652 -0.130 0.308
H 2.973 -1.496 -1.841
H -1.773 3.284 2.069
H -1.477 -2.851 -1.795
H -2.120 3.840 -0.285
H 3.057 -2.472 0.332
H 5.115 1.341 -0.561
H -1.673 -0.210 0.933
H 2.814 1.498 0.675
H 0.189 -3.434 0.700
H 2.139 -1.131 1.062
H -2.365 0.506 -0.528
H -3.506 -1.604 -1.319
H -3.665 2.095 0.858
H 5.205 -0.192 -1.482
H -3.083 1.308 2.324
H 0.164 4.416 -0.968
H 0.761 -3.505 -0.969
H 1.472 -0.793 -1.228
H -4.569 -2.463 -0.211
*
```

Calculated values
- ΔE to the lowest compared entry with this formula, charge and spin (kcal per mole) = 1.4
- HOMO level (eV) = -10.0
- structure (SMILES) = CCCCCCCCCCOC(=O)N[C@@H]1CCS(=O)(=O)C1
- total energy (Eh) = -1342.88633
- LUMO (eV) = 0.7

ORCA calculation (ωB97M-V/def2-TZVPD) on 2 unconnected molecules or ions with the total composition C15H29NO8S3.

ORCA input file:
```
! RIJCOSX wB97M-V def2-TZVPD def2/J DEFGRID3
* xyz 0 1
S -0.674 -3.899 -0.323
S -5.663 -3.811 0.969
S -4.069 0.966 0.409
O -5.200 -2.493 1.805
O 2.921 -2.757 -0.237
O -0.938 2.532 -0.770
O 1.125 -1.349 -0.460
O -1.079 0.251 -0.537
O -4.618 -3.705 -0.269
O 3.725 1.743 0.427
O -6.968 -3.470 0.409
N 3.451 4.626 0.487
C -4.100 -0.869 0.346
C 1.723 -2.574 -0.552
C 5.553 4.150 -0.643
C 4.760 3.988 0.649
C -5.326 -1.220 1.178
C -4.855 -2.728 -1.283
C 0.913 -3.677 -1.186
C 0.532 -1.014 0.803
C 1.574 -0.803 1.884
C -3.116 1.507 -1.018
C 4.656 2.536 1.134
C -0.238 0.272 0.624
C -4.094 -1.423 -1.076
C 4.199 1.168 -0.778
C -1.623 1.481 -0.778
H 4.980 3.823 -1.510
H -6.236 -1.137 0.590
H -4.534 -0.721 -1.780
H -0.148 -1.799 1.130
H 5.254 0.893 -0.698
H -3.060 -1.587 -1.368
H 4.299 2.549 2.167
H 0.465 1.099 0.543
H -0.868 0.413 1.502
H 2.888 4.039 -0.121
H -3.220 -1.215 0.882
H 5.802 5.199 -0.798
H 4.061 1.839 -1.630
H 1.506 -4.580 -1.106
H 0.712 -3.436 -2.227
H -3.402 1.007 -1.936
H -5.417 -0.504 1.991
H 5.640 2.050 1.137
H -3.351 2.561 -1.135
H -4.489 -3.170 -2.207
H 2.109 -1.726 2.078
H 3.613 0.267 -0.958
H 5.294 4.534 1.433
H 6.483 3.581 -0.611
H 1.068 -0.506 2.801
H 2.958 4.622 1.374
H -1.138 -4.899 -1.073
H -5.918 -2.559 -1.422
H 2.254 -0.020 1.588
*
```

Calculated values
- HOMO level (eV) = -9.1
- total energy (Eh) = -2440.13228
- LUMO (eV) = 0.3

ORCA calculation (ωB97M-V/def2-TZVPD) on a molecular structure, C15H29O2PtSi.

ORCA input file:
```
! RIJCOSX wB97M-V def2-TZVPD def2/J DEFGRID3
* xyz 3 1
Pt -0.382 2.038 0.124
Si -0.002 -4.015 0.418
O -0.444 1.176 -1.779
O -2.335 2.452 -0.470
C 1.825 2.085 0.824
C 0.950 4.358 0.704
C -3.477 1.806 0.173
C -2.402 2.496 -1.925
C -1.731 1.254 -2.450
C 0.792 -2.438 0.861
C -0.114 2.633 2.188
C 0.575 0.433 -2.488
C 2.913 1.145 0.401
C 1.909 3.460 0.353
C 1.959 -3.392 1.344
C -1.033 -4.854 1.667
C 0.250 -4.731 -1.245
C -0.140 3.877 1.495
C 0.928 1.731 1.866
H 1.032 -4.224 -1.809
H -0.707 -5.888 1.802
H -3.619 0.804 -0.228
H -0.966 4.562 1.660
H -3.259 1.767 1.235
H 2.889 -3.199 0.818
H 1.803 -4.493 1.141
H -3.448 2.555 -2.223
H 1.175 -1.737 0.128
H 3.788 1.350 1.026
H 0.491 -5.794 -1.170
H -1.881 3.404 -2.221
H 2.731 3.721 -0.304
H -1.025 -4.341 2.629
H -0.686 -4.665 -1.809
H 1.490 0.511 -1.911
H -4.350 2.427 -0.011
H 0.266 -0.608 -2.582
H 0.999 0.764 2.344
H -2.299 0.351 -2.222
H 3.221 1.313 -0.630
H -0.851 2.410 2.947
H -2.066 -4.901 1.307
H 0.718 0.878 -3.471
H 2.646 0.100 0.552
H 2.102 -3.367 2.420
H 0.933 5.373 0.330
H 0.397 -1.901 1.718
H -1.564 1.315 -3.526
*
```

Calculated values
- ΔE to the lowest compared entry with this formula, charge and spin (kcal per mole) = 31.1
- HOMO level (eV) = -18.9
- total energy (Eh) = -1147.14227
- LUMO (eV) = -10.9

ORCA calculation (ωB97M-V/def2-TZVPD) on 16 unconnected molecules or ions with the total composition C15H2B3Cl61O4.

ORCA input file:
```
! RIJCOSX wB97M-V def2-TZVPD def2/J DEFGRID3
* xyz 0 1
Cl -7.704 -5.772 -3.166
Cl 10.412 -4.894 -1.835
Cl 1.662 2.523 7.807
Cl 3.202 -7.183 -1.186
Cl 8.192 -4.014 -0.218
Cl 4.797 8.262 3.153
Cl -6.467 -4.132 0.220
Cl 0.517 -3.024 5.417
Cl -1.143 -5.765 -3.239
Cl 0.381 3.167 1.374
Cl -1.291 2.196 3.525
Cl -2.189 -6.027 -5.912
Cl -1.417 -3.647 2.212
Cl 3.565 -12.106 -4.067
Cl 9.863 -6.183 0.690
Cl 3.025 6.024 2.753
Cl 5.907 5.766 -2.953
Cl 3.918 7.210 -4.467
Cl 2.691 5.028 -1.352
Cl 8.084 -6.575 -1.548
Cl 5.105 -11.148 -1.820
Cl 0.242 -0.627 7.002
Cl 3.089 -1.761 -0.314
Cl 3.940 -1.427 2.419
Cl 2.305 -10.489 -2.039
Cl -2.671 -3.623 -4.380
Cl -5.545 -5.394 -5.038
Cl 6.194 6.044 -5.808
Cl -4.825 4.375 3.543
Cl 2.419 0.654 1.126
Cl -4.190 5.396 0.914
Cl -0.065 -1.516 0.824
Cl -1.595 -1.146 4.840
Cl 5.146 0.157 0.324
Cl 4.218 -9.303 -3.849
Cl -2.925 -1.810 0.564
Cl -8.898 7.790 1.140
Cl -11.234 9.156 0.131
Cl 3.605 4.094 6.373
Cl 2.446 8.554 1.501
Cl 1.257 5.363 7.470
Cl -7.391 -3.242 -4.520
Cl 4.128 4.345 -4.730
Cl 2.428 -4.535 -2.017
Cl -5.480 7.100 2.851
Cl -1.167 -3.739 -0.660
Cl 1.109 3.681 4.094
Cl -4.665 -5.786 1.747
Cl -9.794 7.312 -1.558
Cl -1.209 5.008 2.938
Cl -4.162 -5.310 -1.053
Cl -11.335 6.323 0.672
Cl 1.154 -0.459 4.268
Cl -6.375 -6.979 -0.249
Cl 4.698 -5.813 -3.246
Cl 4.673 6.981 0.571
Cl -0.023 -4.194 -5.390
Cl -6.934 4.919 1.650
Cl 4.865 -4.930 -0.508
Cl 3.333 4.399 9.229
Cl -8.266 -5.567 -5.990
O -1.280 3.200 -1.538
O 1.093 2.822 -1.584
O -1.742 5.543 -1.111
O 0.185 4.864 -2.398
C 3.800 -10.761 -2.947
C -5.416 -5.552 0.165
C 3.801 -5.615 -1.733
C 3.737 7.452 1.993
C -0.258 3.518 2.992
C -5.357 5.443 2.240
C -1.504 -4.897 -4.737
C -1.390 -2.676 0.736
C -10.315 7.648 0.097
C 9.137 -5.418 -0.729
C -7.226 -4.996 -4.679
C 2.462 4.096 7.725
C 5.034 5.843 -4.491
C 3.650 -0.601 0.884
C 0.083 -1.313 5.378
B 1.249 4.173 -1.849
B -0.984 4.559 -1.688
B -0.207 2.332 -1.483
H -0.378 1.168 -1.329
H -1.787 5.463 -0.151
*
```

Calculated values
- HOMO level (eV) = -11.0
- total energy (Eh) = -29020.20363
- LUMO (eV) = 0.0

ORCA calculation (ωB97M-V/def2-TZVPD) on 2 unconnected molecules or ions with the total composition C15H30BClIN4O5.

ORCA input file:
```
! RIJCOSX wB97M-V def2-TZVPD def2/J DEFGRID3
* xyz 1 1
I 3.705 -1.641 1.637
Cl -0.830 -2.529 2.559
O 4.491 -0.643 -1.732
O -6.300 -1.622 2.040
O -4.541 -0.713 1.196
O 0.724 1.495 -4.071
O 2.902 -2.329 -2.195
N 2.220 -0.529 -0.662
N -1.137 0.663 0.189
N -5.278 -0.990 2.131
N 3.285 2.091 -2.101
C 1.254 0.252 -3.649
C -2.032 -3.597 0.402
C 0.458 -0.252 -2.444
C -1.617 1.020 1.539
C -0.002 -0.239 0.117
C 2.233 -0.653 0.618
C 2.590 2.269 -1.055
C -0.452 -1.709 -0.065
C -1.492 -2.261 0.911
C -4.865 -0.507 3.478
C 1.167 1.738 -1.015
C 0.954 0.200 -1.075
C 3.042 3.041 0.154
C -1.140 2.396 2.012
C 1.012 -0.108 1.275
B 3.271 -1.165 -1.598
H -0.910 -1.801 -1.050
H 4.201 2.534 -2.024
H -4.799 0.576 3.426
H -3.889 -0.937 3.688
H 0.638 2.170 -1.863
H 2.316 0.366 -3.408
H -0.995 3.043 1.145
H -2.968 -3.850 0.895
H 2.429 3.943 0.244
H -2.705 1.023 1.497
H -0.579 0.080 -2.549
H -2.335 -1.574 0.987
H 0.677 2.130 -0.128
H 2.619 -2.290 -3.119
H 0.401 -2.398 -0.064
H -5.610 -0.830 4.195
H 4.726 0.078 -1.136
H -2.164 -3.573 -0.680
H 0.456 -1.342 -2.488
H -0.215 2.360 2.589
H 2.887 2.474 1.075
H 4.083 3.350 0.068
H -1.321 -4.394 0.624
H 1.447 2.057 -4.388
H -1.905 0.236 -0.314
H -1.906 2.874 2.624
H 1.168 -0.482 -4.458
H 1.197 0.928 1.572
H -1.359 0.248 2.273
H 0.793 -0.678 2.173
*
```

Calculated values
- HOMO level (eV) = -12.3
- total energy (Eh) = -1967.30817
- LUMO (eV) = -3.7

ORCA calculation (ωB97M-V/def2-TZVPD) on a molecular structure, C15H30BrF3O15P2S.

ORCA input file:
```
! RIJCOSX wB97M-V def2-TZVPD def2/J DEFGRID3
* xyz 0 1
Br -3.643 -0.639 4.423
S -0.203 -0.486 1.666
P 1.275 -0.748 -5.261
P 4.910 0.569 5.130
F -5.781 2.901 0.302
F -3.972 4.078 0.034
F -4.301 3.174 1.962
O 0.415 -0.314 -6.426
O 3.705 -0.465 4.778
O 2.703 -0.043 -5.797
O 1.118 0.285 -4.008
O 0.605 0.622 1.266
O 0.126 -1.719 -4.518
O -1.692 0.126 2.002
O -3.093 -3.141 3.550
O 3.917 1.924 5.029
O 5.808 -0.750 5.654
O 5.740 0.870 3.901
O -4.077 -2.162 -2.888
O 0.346 -1.213 2.760
O -0.583 -1.478 0.406
O -2.301 2.184 0.013
C -1.017 -2.152 -5.236
C -1.783 -0.841 -0.149
C 2.730 0.699 -7.007
C -2.627 -0.495 1.109
C -3.841 -1.410 -1.682
C -4.481 2.965 0.645
C -3.644 1.742 0.100
C 2.353 -0.069 4.553
C -3.266 -1.864 1.585
C 7.112 -0.967 5.147
C -3.860 0.458 0.978
C 2.058 1.309 -3.698
C 4.060 2.845 3.960
C -3.279 -2.070 3.139
C -2.373 -1.721 -1.293
H 2.018 2.101 -4.447
H 1.979 0.536 5.377
H -4.557 -1.791 -0.924
H -1.682 -1.312 -5.430
H -4.090 1.534 -0.903
H 1.775 1.739 -2.737
H 3.065 0.910 -3.611
H -4.306 -2.022 1.243
H -2.240 -2.799 -1.054
H 3.747 1.076 -7.134
H -2.090 2.158 -0.933
H -0.735 -2.644 -6.167
H 2.265 0.465 3.608
H -4.002 -0.340 -1.946
H 3.300 3.617 4.092
H -1.763 -1.541 -2.209
H 2.048 1.547 -6.957
H -1.329 0.018 -0.691
H 2.493 0.063 -7.859
H -4.767 -0.052 0.590
H -4.986 -2.029 -3.192
H -4.124 0.776 2.015
H 7.735 -0.081 5.269
H 5.039 3.322 3.986
H -2.672 -2.719 1.194
H 7.555 -1.786 5.716
H 3.894 2.354 3.002
H -1.548 -2.871 -4.610
H 7.065 -1.262 4.099
H 1.749 -0.968 4.487
*
```

Calculated values
- HOMO level (eV) = -9.5
- total energy (Eh) = -5672.53987
- LUMO (eV) = -1.8